Below is a molecular structure, C24H58ClN2NaO10 at a distorted geometry, with properties calculated with the ωB97M-V functional and the def2-TZVPD basis.

Properties
Calculated total energy: -66213.48187 eV
Gap between HOMO and LUMO: 0.2538 Ha
Spin multiplicity: 1

Geometry as XYZ:
```
96
Properties=species:S:1:pos:R:3:forces:R:3
Na -1.82953 0.73124 -3.39879 0.247 0.252 0.922
Cl -1.64332 1.61061 0.00031 0.507 0.016 -0.285
O -2.17875 0.58218 -0.88012 -0.355 -0.280 -0.656
O -1.27175 0.98831 1.23099 -0.076 0.201 0.131
O -0.47161 2.18221 -0.65413 0.132 -0.041 0.023
O -2.61620 2.64835 0.17332 -0.144 -0.057 0.221
C -1.61623 -4.11721 3.12911 -0.079 -0.447 -0.480
C -1.16296 -3.41367 1.81942 -0.426 -0.662 1.036
C -0.23334 -4.34823 1.06456 0.694 -1.000 0.001
C -0.91548 -5.55936 0.44003 -0.648 0.863 -0.971
C -2.02858 -5.05288 -0.49649 0.479 -0.447 -0.049
C -2.98707 -4.06989 0.14124 -1.276 0.367 1.001
N -2.26042 -3.06733 0.92716 1.299 0.562 -1.234
O -3.11348 -2.06754 1.43844 -0.167 -0.345 0.329
C -3.72841 -3.30100 -0.94589 0.605 -0.093 -0.461
C -4.04163 -4.82920 1.01781 0.997 0.073 -0.274
C -0.39643 -2.17390 2.23068 0.042 0.914 0.112
H -2.47131 -3.61416 3.57799 0.211 0.230 0.162
H -0.76086 -4.17547 3.80161 -0.154 0.176 0.250
H -1.92763 -5.15108 2.94950 -0.029 0.096 -0.074
H 0.31691 -3.82032 0.27690 -0.091 0.161 0.127
H 0.50127 -4.76642 1.76641 0.092 0.492 0.006
H -1.29524 -6.24265 1.20021 0.019 -0.067 -0.102
H -0.24509 -6.07925 -0.24862 0.296 -0.260 0.536
H -2.56004 -5.92858 -0.88723 -0.302 0.251 0.062
H -1.55987 -4.59420 -1.37556 0.056 0.127 0.163
H -3.00598 -2.64559 -1.44360 0.006 -0.041 -0.123
H -4.07523 -4.04356 -1.66774 -0.373 0.239 -0.072
H -4.51962 -2.65756 -0.57366 -0.209 -0.264 0.095
H -4.11545 -4.29040 1.95746 -0.502 -0.071 0.035
H -4.99066 -4.90229 0.49428 -0.157 -0.004 0.169
H -3.66445 -5.83358 1.21703 -0.202 -0.061 0.173
H -0.03535 -1.62257 1.35929 -0.016 0.007 -0.012
H 0.45447 -2.37557 2.88531 0.063 -0.441 -0.243
H -1.00520 -1.48765 2.82538 -0.198 -0.060 -0.245
H -2.82272 -1.24487 1.01779 0.068 -0.146 0.007
C 5.01360 2.61260 -1.68361 0.229 -0.303 -0.356
C 3.75260 1.73483 -1.56621 0.366 0.098 -0.512
C 4.07307 0.29361 -1.94584 0.203 -0.970 0.015
C 4.91028 -0.40945 -0.89271 -0.457 -0.094 0.098
C 4.13744 -0.42970 0.41381 0.847 0.413 0.927
C 3.69402 0.96619 0.87563 0.042 0.065 0.403
N 3.17068 1.72535 -0.24370 -1.392 -0.861 -0.688
O 2.59178 2.95853 0.13358 0.196 -0.038 -0.193
C 2.56821 0.79713 1.88399 0.334 0.912 0.783
C 4.84571 1.68503 1.60516 -0.039 -0.037 -0.471
C 2.76641 2.24710 -2.62481 -0.558 1.222 0.769
H 5.71525 2.47534 -0.86327 -0.098 -0.012 0.051
H 4.75921 3.66807 -1.75896 -0.015 0.029 0.109
H 5.52941 2.30928 -2.60045 0.079 0.279 -0.005
H 3.15546 -0.29276 -2.06368 -0.208 0.244 0.034
H 4.56316 0.23472 -2.92194 0.047 0.339 0.031
H 5.84759 0.13519 -0.75446 0.089 -0.170 0.034
H 5.13389 -1.44395 -1.16169 0.170 0.115 -0.237
H 4.83690 -0.74599 1.19919 -0.156 -0.194 0.001
H 3.30681 -1.13478 0.48937 -0.115 0.039 -0.614
H 2.88680 0.13412 2.69132 -0.204 -0.392 -0.246
H 2.41789 1.75373 2.39690 -0.209 -0.015 -0.170
H 1.63229 0.52276 1.41868 -0.224 -0.384 -0.043
H 5.79038 1.56064 1.07194 0.024 0.089 0.076
H 4.59085 2.74411 1.65145 0.168 0.028 0.201
H 4.96106 1.27179 2.60618 0.042 0.099 0.071
H 3.18021 2.13506 -3.62362 -0.071 -0.220 -0.068
H 2.63404 3.32113 -2.44695 0.084 -0.020 -0.197
H 1.73679 1.86751 -2.54907 0.511 -0.410 -0.102
H 1.65447 2.81005 -0.06937 0.047 0.162 0.200
C 0.08363 -2.67437 -2.79947 -0.709 -0.110 -0.154
C 0.20119 -1.58021 -1.75575 0.699 -0.109 -0.397
O 0.44986 -0.32864 -2.45500 -0.750 -0.052 0.474
H 0.71414 -2.44986 -3.65842 0.197 -0.167 0.091
H -0.94924 -2.77651 -3.15992 0.071 0.276 -0.067
H 0.28925 -3.66853 -2.40111 0.372 0.133 0.075
H 1.08891 -1.73985 -1.13488 -0.192 -0.199 0.138
H -0.69330 -1.55987 -1.12701 0.112 0.292 0.055
H 0.75907 0.28285 -1.76356 -0.201 0.071 -0.304
C 1.05514 5.91122 3.61337 0.133 0.203 -0.234
C 0.75320 4.65222 2.81479 0.117 -0.608 0.773
O -0.55401 4.75319 2.26855 0.102 0.106 -0.165
H 0.78301 5.86982 4.66791 -0.308 -0.229 -0.096
H 0.49723 6.72521 3.14585 0.222 0.134 0.084
H 2.12429 6.13307 3.60413 -0.041 0.071 -0.174
H 0.80725 3.78532 3.49347 -0.066 0.027 -0.123
H 1.50822 4.45622 2.04902 -0.064 0.306 -0.177
H -0.65089 4.08935 1.57825 -0.120 -0.051 0.075
C -6.20187 3.03742 -0.73289 -0.515 0.473 -0.003
O -5.70551 2.98964 0.58441 0.115 -1.032 0.175
H -6.16858 2.16797 -1.40315 0.727 -0.341 0.562
H -7.27992 3.18235 -0.62867 0.092 0.593 -0.164
H -5.69152 3.87263 -1.21436 -0.459 0.109 -0.466
H -4.90726 2.44885 0.62829 0.072 0.233 -0.084
C -2.96500 4.12541 -2.87518 -0.220 0.587 -0.614
O -2.95941 2.92683 -3.69239 0.428 -0.256 0.229
H -2.20025 4.11472 -2.10600 -0.026 -0.429 0.043
H -2.77665 4.98517 -3.52473 0.110 -0.046 0.090
H -3.95366 4.27845 -2.44939 0.064 -0.234 0.208
H -3.03632 3.21583 -4.60346 -0.104 -0.001 -0.031
```
Forces are in eV/Å.

---

Below is a molecular structure, C7H21B2Cl5NbO3 at a distorted geometry, with properties calculated with the ωB97M-V functional and the def2-TZVPD basis.

Properties
Calculated total energy: -79257.99161 eV
Gap between HOMO and LUMO: 0.2578 Ha
Spin multiplicity: 1
Charge: -1

Geometry as XYZ:
```
39
Properties=species:S:1:pos:R:3:forces:R:3
C -0.70959 -0.77375 0.04888 0.841 0.083 -0.497
C 0.15004 -1.30628 -1.14622 -0.231 0.496 -0.386
B 1.67731 -0.94727 -0.84231 -0.114 0.783 -1.038
O 2.13434 0.35459 -1.25914 -1.562 -1.196 0.689
Nb 3.22691 -2.31498 0.15015 2.852 -1.747 3.310
Cl 4.91666 -3.96611 1.01683 -0.499 0.533 -0.300
C 2.89066 -1.30299 2.16304 0.101 0.895 -0.660
B 3.77674 -0.01345 2.49081 -0.093 -0.303 0.415
O 4.52263 0.74421 1.56063 -1.473 -0.605 0.461
O 3.80951 0.42683 3.85419 0.641 0.367 -1.677
H -0.68061 -1.49124 0.87240 -0.227 0.135 -0.006
H -1.72679 -0.51200 -0.25161 0.141 -0.304 0.160
H -0.24588 0.16134 0.37506 -0.157 -0.017 0.288
H -0.02446 -2.36997 -1.32869 0.074 0.077 0.203
H -0.19318 -0.77389 -2.05352 0.210 -0.034 0.144
H 2.68899 0.64178 -0.53622 1.037 0.140 -0.131
H 4.56021 -1.19440 -0.40134 0.005 0.183 -0.867
H 3.31411 -3.14167 -1.48635 -0.818 0.462 -0.394
H 1.90726 -3.52442 0.56314 -0.578 -0.168 -0.617
H 1.83669 -0.96847 2.20276 0.270 0.008 0.268
H 3.04621 -2.03421 2.97170 -0.238 -0.105 -0.255
H 4.16483 1.62866 1.61430 0.449 0.808 0.100
H 3.94340 -0.38185 4.33068 -0.412 -0.550 0.833
Cl -3.96897 -1.98216 -0.30443 -0.166 -0.078 -0.001
C -5.00250 -1.76753 -1.73597 0.002 -0.053 -0.031
C -5.17546 -0.31084 -2.09518 0.063 -0.065 -0.170
Cl -6.14551 0.56930 -0.88675 -0.008 0.037 0.033
H -5.95930 -2.24612 -1.53833 -0.006 0.069 0.046
H -4.51850 -2.29360 -2.55793 0.037 0.076 -0.015
H -5.70066 -0.22676 -3.04586 -0.033 -0.036 0.030
H -4.21495 0.19187 -2.18654 -0.005 -0.013 0.111
Cl -2.69443 2.71533 0.49703 -0.014 -0.054 -0.002
C -1.44489 3.98307 0.57267 0.043 0.156 -0.020
C -0.61111 4.04310 -0.68652 0.132 0.005 0.018
Cl 0.44249 2.61939 -0.88421 -0.193 0.173 -0.053
H -0.82758 3.79613 1.44863 0.004 -0.102 -0.049
H -1.96657 4.92937 0.71440 0.001 -0.011 -0.048
H 0.04156 4.91546 -0.64889 -0.047 0.018 0.068
H -1.23960 4.12353 -1.57127 -0.029 -0.060 0.036
```
Forces are in eV/Å.

---

Below is a molecular structure, C21H20CuPTe4, with properties calculated with the ωB97M-V functional and the def2-TZVPD basis.

Properties
Calculated total energy: -105206.11589 eV
Expectation value of S²: 0.764
Gap between HOMO and LUMO (spin up / spin down): 0.2184 / 0.1756 Ha
Spin multiplicity: 2
Charge: -1

Geometry as XYZ:
```
47
Properties=species:S:1:pos:R:3:forces:R:3
Cu -0.77893 0.08095 0.16849 -0.164 0.097 0.042
C 4.15189 2.75797 0.08569 -0.015 0.030 -0.011
C 4.88090 1.55926 -0.45848 0.011 -0.059 0.006
C 6.19498 1.69241 -0.89501 0.000 0.013 0.015
C 6.88759 0.62748 -1.45333 0.012 0.022 0.002
C 6.26209 -0.60011 -1.58736 -0.017 -0.019 -0.004
C 4.95510 -0.75408 -1.14612 -0.001 0.034 -0.015
C 4.25576 0.30309 -0.56719 0.129 -0.057 -0.004
P 2.50144 0.16170 -0.06369 -0.176 0.029 -0.089
C 1.97847 -1.44447 -0.76626 0.031 -0.082 0.005
C 1.19408 -1.31517 -1.91549 0.013 0.011 0.032
C 0.66140 -2.42229 -2.55720 -0.002 -0.015 -0.004
C 0.90478 -3.68353 -2.03899 -0.014 0.002 -0.020
C 1.68008 -3.82420 -0.89732 0.001 0.026 0.032
C 2.22755 -2.72333 -0.24162 0.010 -0.001 -0.047
C 3.03711 -2.94812 1.00755 0.016 -0.014 -0.015
C 2.55582 0.01200 1.74740 0.049 0.073 0.088
C 3.71252 0.33135 2.46068 0.018 -0.058 -0.055
C 3.69390 0.48938 3.83584 -0.029 -0.002 0.037
C 2.49369 0.33017 4.51829 0.038 0.005 -0.018
C 1.34995 -0.02032 3.82552 -0.021 0.008 -0.033
C 1.34302 -0.20483 2.43589 -0.037 0.019 0.025
C 0.11464 -0.66717 1.75911 0.128 -0.094 0.044
H 4.85069 3.56755 0.29802 0.000 0.007 -0.014
H 3.60080 2.53566 1.00003 0.022 0.007 0.000
H 3.41697 3.11951 -0.63790 -0.004 -0.009 0.007
H 6.67851 2.65865 -0.80350 0.005 -0.003 0.003
H 7.90825 0.76229 -1.78988 -0.001 0.002 0.001
H 6.78425 -1.43760 -2.03330 -0.003 0.001 0.001
H 4.46314 -1.70998 -1.27151 0.002 -0.025 0.022
H 0.97637 -0.32125 -2.29277 -0.005 -0.004 0.004
H 0.04481 -2.29137 -3.43711 -0.004 -0.003 0.006
H 0.48363 -4.56017 -2.51561 0.003 -0.002 0.000
H 1.86026 -4.81431 -0.49324 0.009 -0.001 0.000
H 3.32762 -3.99662 1.08467 -0.004 0.000 -0.003
H 2.46293 -2.68546 1.89834 0.003 -0.007 0.004
H 3.93858 -2.33637 1.02642 0.014 0.011 -0.011
H 4.64778 0.46373 1.92764 -0.025 0.008 0.017
H 4.60295 0.74542 4.36568 0.001 -0.002 0.002
H 2.45259 0.46793 5.59225 0.004 -0.003 0.002
H 0.42086 -0.16984 4.36380 -0.002 0.006 -0.003
H -0.70991 -0.75018 2.47227 0.006 0.012 0.016
H 0.28595 -1.65996 1.31955 -0.066 -0.013 -0.040
Te -2.62205 -0.02596 -1.58967 0.016 -0.087 -0.050
Te -4.03448 2.10661 -0.72922 0.013 0.041 0.000
Te -2.11982 3.75873 0.44628 0.087 -0.184 -0.052
Te 0.15768 2.44334 -0.17941 -0.051 0.282 0.076
```
Forces are in eV/Å.

---

> The highest calculated total energy belongs to which entry?

C24H58ClN2NaO10

---

> calculated total energy of number 2 (C7H21B2Cl5NbO3)?

-79257.99161 eV

---

> The lowest calculated total energy belongs to which entry?

C21H20CuPTe4

---

> What is the spin multiplicity in the first record?

1